# 1
ORCA calculation (wB97M-V/def2-TZVPD) on C29H37AsCl3I2N2OW as an isolated structure.

Each line ends with the Löwdin charge.
Cartesian coordinates (Å):
W1 0.059 0.349 0.818  1.60
C1 0.223 -3.228 -0.335  -0.01
C2 0.184 -2.163 0.726  -0.24
C3 1.398 -1.739 1.275  -0.25
C4 2.663 -2.393 0.798  0.01
C5 1.428 -0.772 2.328  -0.30
C6 2.756 -0.367 2.916  -0.01
C7 0.200 -0.496 3.041  -0.25
C8 0.201 0.362 4.281  0.01
C9 -1.004 -1.107 2.618  -0.22
C10 -2.216 -1.029 3.491  0.00
C11 -1.060 -1.748 1.341  -0.24
C12 -2.392 -2.229 0.829  0.00
H1 0.451 -4.175 0.162  0.13
H2 1.017 -3.053 -1.060  0.10
H3 -0.709 -3.374 -0.867  0.08
H4 2.885 -2.171 -0.244  0.09
H5 2.541 -3.475 0.869  0.12
H6 3.519 -2.117 1.401  0.07
H7 3.199 -1.240 3.402  0.13
H8 2.668 0.402 3.672  0.08
H9 3.453 -0.021 2.158  0.06
H10 -0.734 0.901 4.403  0.09
H11 0.998 1.097 4.281  0.08
H12 0.335 -0.271 5.162  0.13
H13 -2.049 -1.716 4.328  0.14
H14 -3.125 -1.329 2.984  0.08
H15 -2.372 -0.043 3.918  0.09
H16 -3.065 -1.396 0.621  0.09
H17 -2.868 -2.865 1.573  0.12
H18 -2.312 -2.823 -0.073  0.08
I1 -0.769 5.386 0.500  1.10
C13 -1.430 3.871 -0.734  -0.65
C14 -2.336 4.137 -1.794  -0.18
C15 -2.744 3.160 -2.665  -0.67
I2 -4.064 3.653 -4.185  1.09
C16 -2.264 1.819 -2.513  -0.20
C17 -2.521 0.746 -3.387  0.03
C18 -1.942 -0.478 -3.147  0.02
C19 -1.149 -0.661 -2.015  -0.07
N1 -0.909 0.309 -1.139  -0.02
C20 -1.429 1.555 -1.419  -0.20
C21 -1.007 2.586 -0.561  -0.42
O1 -0.087 2.173 0.371  -0.35
H19 -2.695 5.150 -1.918  0.10
H20 -3.152 0.896 -4.254  0.09
H21 -2.095 -1.311 -3.818  0.13
H22 -0.704 -1.624 -1.816  0.10
C22 5.065 -0.054 0.192  -0.13
C23 4.024 0.191 -0.893  -0.36
As1 2.337 1.087 -0.441  1.25
C24 1.809 1.743 -2.207  -0.38
C25 2.916 2.465 -2.972  -0.12
C26 2.859 2.713 0.514  -0.34
C27 2.298 2.860 1.932  -0.14
H23 6.027 -0.240 -0.286  0.10
H24 4.849 -0.923 0.809  0.04
H25 5.202 0.810 0.843  0.08
H26 3.799 -0.710 -1.463  0.07
H27 4.426 0.904 -1.614  0.07
H28 0.979 2.425 -2.029  0.06
H29 1.425 0.893 -2.777  0.08
H30 3.418 3.222 -2.368  0.08
H31 2.477 2.977 -3.828  0.09
H32 3.666 1.783 -3.366  0.08
H33 2.526 3.542 -0.112  0.08
H34 3.948 2.732 0.502  0.08
H35 1.498 3.596 1.964  0.03
H36 3.069 3.165 2.638  0.10
H37 1.876 1.924 2.320  0.01
Cl1 -5.437 1.060 2.568  0.72
C28 -4.487 1.975 1.408  -1.60
Cl2 -4.326 3.666 1.866  0.71
Cl3 -5.124 1.806 -0.229  0.71
C29 -3.124 1.409 1.393  -0.26
N2 -2.071 0.965 1.371  0.16

Values from the calculation:
DFT total energy: -5589.8867 hartree
Frontier orbital gap: 5.6306 eV
Total charge: +3
HOMO: -16.1 eV
M: 1048.56 g/mol



# 2
ORCA calculation (wB97M-V/def2-TZVPD) on a 40-piece molecular cluster, H80O40 overall at a distorted geometry.

Each line ends with the Löwdin charge.
Cartesian coordinates (Å):
H1 1.402 3.454 6.061  0.04
H2 1.631 2.054 6.500  0.03
O1 1.993 2.711 5.888  -0.06
H3 -0.995 -5.769 -0.876  0.06
H4 -1.477 -6.460 -2.161  0.06
O2 -0.869 -5.797 -1.834  -0.02
H5 -2.776 -4.055 -4.011  0.00
H6 -1.321 -3.594 -4.326  -0.01
O3 -2.016 -4.192 -4.578  -0.05
H7 -0.079 0.634 3.269  -0.01
H8 -0.945 1.747 3.765  0.03
O4 -0.070 1.592 3.355  -0.07
H9 -4.479 0.299 -3.037  0.04
H10 -5.761 0.525 -2.499  0.09
O5 -5.034 -0.101 -2.345  -0.06
H11 0.133 -0.233 -2.373  0.04
O6 -0.131 -0.164 -3.298  -0.04
H12 -4.505 1.061 0.484  0.01
O7 -3.968 0.395 0.055  -0.07
H13 -1.120 3.711 -3.726  0.03
H14 -1.415 2.489 -4.654  0.02
O8 -1.045 3.377 -4.618  -0.04
H15 -4.043 4.028 1.156  0.00
H16 -3.398 3.127 2.320  0.00
O9 -3.894 3.916 2.087  -0.04
H17 1.639 5.913 -2.317  0.04
H18 2.809 5.412 -1.638  0.04
O10 2.500 5.508 -2.547  -0.08
H19 5.987 1.333 -2.102  0.07
H20 4.641 0.609 -1.639  0.02
O11 5.274 1.320 -1.459  -0.04
H21 -3.832 2.395 -1.170  -0.01
O12 -4.205 2.983 -1.814  -0.03
H22 -1.123 5.640 1.263  0.05
H23 -2.241 4.940 0.472  0.01
O13 -1.353 4.869 0.764  -0.02
H24 -4.742 -4.624 -1.311  0.06
H25 -3.209 -4.861 -1.730  0.02
O14 -3.822 -4.430 -1.126  -0.04
H26 -1.829 -1.327 2.983  0.06
H27 -3.102 -1.853 2.236  0.04
O15 -2.441 -1.144 2.256  -0.04
H28 -2.138 -0.317 -4.872  0.04
H29 -3.618 -0.848 -4.457  0.02
O16 -3.019 -0.124 -4.562  -0.03
H30 4.176 -0.432 -5.458  0.03
H31 3.339 0.752 -5.709  0.01
O17 4.247 0.530 -5.417  -0.08
H32 -5.104 0.161 2.527  0.04
H33 -6.567 0.322 2.099  0.06
O18 -5.666 0.414 1.790  -0.03
H34 3.470 2.614 -1.782  0.02
O19 2.615 2.749 -2.200  -0.06
H35 -2.611 1.867 0.711  0.01
H36 -1.635 1.109 1.484  0.02
O20 -1.976 2.012 1.430  -0.08
H37 1.776 -5.787 2.134  0.03
O21 1.091 -5.342 1.619  -0.07
H38 3.543 -2.869 -0.804  0.02
H39 4.755 -3.705 -0.542  0.04
O22 4.172 -3.086 -0.104  -0.04
H40 -3.279 1.154 4.601  0.07
H41 -2.813 0.424 3.251  0.00
O23 -2.711 1.185 3.833  -0.05
H42 2.085 4.262 2.565  0.04
H43 1.359 3.053 2.072  0.02
O24 1.961 3.750 1.759  -0.06
H44 0.589 -5.075 -2.638  -0.03
H45 0.594 -3.679 -3.294  -0.01
O25 1.146 -4.439 -3.081  -0.07
H46 1.115 4.669 -0.131  0.01
H47 -0.209 5.619 -0.673  0.02
O26 0.693 5.334 -0.664  -0.06
H48 5.525 0.167 0.028  0.01
H49 6.589 0.521 0.748  0.04
O27 5.758 0.073 0.986  -0.08
H50 0.749 0.920 5.044  -0.01
H51 0.855 -0.609 5.181  0.01
O28 0.459 0.178 5.601  -0.09
H52 4.988 3.050 2.630  0.03
H53 5.099 4.239 1.745  0.03
O29 4.537 3.875 2.419  -0.04
H54 1.203 -0.397 2.842  0.04
H55 0.921 -1.768 2.595  0.06
O30 0.930 -1.169 3.354  -0.07
H56 2.260 1.651 -4.122  0.03
H57 0.958 1.738 -4.950  0.05
O31 1.783 1.244 -4.855  -0.06
H58 4.226 0.606 4.116  0.05
O32 4.602 -0.212 3.771  -0.05
H59 0.299 1.571 0.005  0.04
H60 1.754 1.623 -0.006  0.02
O33 1.050 0.960 0.040  -0.05
H61 2.529 3.681 -2.475  0.01
H62 0.659 0.031 -3.818  0.02
H63 1.672 -4.762 1.105  0.03
H64 -4.116 0.170 -0.860  -0.02
H65 -4.932 3.516 -1.492  0.04
H66 5.425 0.066 3.349  0.03
O34 -1.592 -3.339 0.538  -0.03
H67 -1.833 -4.026 -0.076  -0.01
H68 -2.050 -2.518 0.537  -0.01
O35 3.073 -1.971 2.292  -0.06
H69 3.586 -2.732 2.489  0.03
H70 3.664 -1.203 2.193  0.02
O36 -0.873 -2.643 -2.449  -0.06
H71 -0.523 -1.777 -2.640  -0.01
H72 -1.519 -2.549 -1.760  0.00
O37 1.487 -4.020 4.808  -0.06
H73 0.600 -3.633 4.757  0.03
H74 1.926 -3.158 4.895  0.03
O38 -3.929 -3.920 2.153  -0.05
H75 -3.669 -4.734 1.729  0.03
H76 -3.702 -3.980 3.084  0.05
O39 -3.413 -2.151 -2.427  -0.08
H77 -3.133 -1.219 -2.430  0.03
H78 -3.917 -1.939 -1.622  0.05
O40 3.065 -0.903 -1.825  -0.03
H79 3.211 -1.067 -0.882  0.03
H80 2.584 -0.066 -1.826  0.02

Values from the calculation:
DFT total energy: -3057.4543 hartree
Frontier orbital gap: 9.4459 eV
HOMO: -9.8 eV
M: 720.60 g/mol



# 3
ORCA calculation (wB97M-V/def2-TZVPD) on C5H4AlNO3S as an isolated structure at a distorted geometry.

Each line ends with the Löwdin charge.
Cartesian coordinates (Å):
O1 -1.716 1.397 2.059  -0.12
S1 -0.907 0.248 1.933  0.48
O2 -1.596 -1.026 1.938  -0.24
O3 0.317 0.143 2.731  -0.23
C1 -0.261 0.209 0.313  -0.20
C2 0.047 1.281 -0.481  0.08
C3 0.544 0.936 -1.705  0.14
C4 0.735 -0.428 -2.113  0.06
N1 0.470 -1.436 -1.309  0.19
C5 -0.039 -1.062 -0.171  -0.22
H1 -0.095 2.297 -0.160  0.17
H2 0.814 1.711 -2.400  0.16
H3 1.119 -0.641 -3.092  0.16
H4 -0.354 -1.856 0.538  0.05
Al1 0.921 -1.775 1.920  1.53

Values from the calculation:
DFT total energy: -1113.1167 hartree
Frontier orbital gap: 4.8888 eV
Total charge: +2
HOMO: -19.8 eV
M: 185.14 g/mol



# 4
ORCA calculation (wB97M-V/def2-TZVPD) on an isolated molecule of C5H5NO at a distorted geometry.

Each line ends with the Löwdin charge.
Cartesian coordinates (Å):
N1 -1.844 2.352 -1.760  0.15
C1 -1.047 1.876 -1.066  -0.21
C2 -0.100 1.122 -0.319  -0.10
C3 -0.334 0.528 0.858  0.00
C4 0.147 -0.874 0.875  -0.41
C5 0.969 -1.358 -0.196  -0.05
O1 1.233 -1.610 1.302  0.01
H1 0.842 0.924 -0.820  0.11
H2 -1.165 0.778 1.509  0.12
H3 -0.785 -1.440 0.957  0.16
H4 1.823 -0.843 -0.616  0.11
H5 0.448 -1.994 -0.931  0.13

Values from the calculation:
DFT total energy: -323.3777 hartree
Frontier orbital gap: 9.8910 eV
SMILES string: N#C/C=C/[C@H]1CO1
HOMO: -10.2 eV
M: 95.10 g/mol



# 5
ORCA calculation (wB97M-V/def2-TZVPD) on an isolated ion of composition C2H5N3S and charge +2 at a distorted geometry.

Each line ends with the Löwdin charge.
Cartesian coordinates (Å):
C1 0.101 1.178 -0.109  -0.05
N1 0.788 -0.002 0.136  0.17
C2 0.120 -1.224 -0.001  -0.03
N2 -1.124 -1.328 -0.188  -0.08
S1 -2.323 0.016 0.097  1.19
N3 -1.162 1.297 -0.053  -0.16
H1 0.602 2.067 -0.281  0.17
H2 1.711 0.256 0.558  0.23
H3 0.645 -2.207 0.101  0.21
H4 -1.727 -2.085 -0.482  0.15
H5 -1.600 2.235 -0.261  0.20

Values from the calculation:
DFT total energy: -640.8991 hartree
Frontier orbital gap: 8.7012 eV
SMILES string: C1=[NH+]C=[NH+]SN1
Total charge: +2
HOMO: -19.6 eV
M: 103.15 g/mol



# 6
ORCA calculation (wB97M-V/def2-TZVPD) on H21HfO11 as an isolated structure at a distorted geometry.

Each line ends with the Löwdin charge.
Cartesian coordinates (Å):
Hf1 -2.172 -1.166 1.429  2.29
O1 -0.779 -0.527 0.223  -0.22
H1 0.069 -0.299 -0.164  0.07
O2 -1.563 2.028 -0.543  0.00
H2 -0.873 1.420 -0.258  -0.04
H3 -1.965 1.536 -1.224  -0.03
O3 2.657 -0.821 0.937  -0.06
H4 2.322 -1.390 0.215  -0.02
H5 3.117 -1.304 1.640  0.08
O4 1.018 0.939 -2.299  -0.02
H6 1.619 0.207 -2.188  0.03
H7 1.458 1.765 -2.546  0.11
O5 -0.731 1.703 2.447  -0.03
H8 -1.047 2.540 2.834  0.12
H9 -0.187 1.898 1.727  -0.05
O6 -1.523 0.610 -3.095  -0.09
H10 -0.657 0.750 -2.662  -0.03
H11 -1.674 1.563 -3.369  0.10
O7 1.430 2.047 0.865  -0.05
H12 2.295 2.078 0.417  0.10
H13 1.609 2.789 1.452  0.09
O8 1.553 0.190 3.247  -0.03
H14 1.001 0.929 3.430  -0.01
H15 1.517 0.228 2.271  -0.03
O9 -3.274 -1.573 -0.311  0.00
H16 -3.382 -0.889 -0.984  0.15
H17 -4.003 -2.207 -0.296  0.16
O10 1.897 -1.830 -1.376  -0.03
H18 2.590 -1.698 -2.062  0.13
H19 1.021 -2.017 -1.709  0.06
O11 -1.137 -2.957 0.968  0.00
H20 -1.534 -3.824 0.818  0.16
H21 -0.671 -2.716 0.166  0.10

Values from the calculation:
DFT total energy: -887.0075 hartree
Frontier orbital gap: 4.1758 eV
Total charge: +3
HOMO: -19.4 eV
M: 375.65 g/mol



Among the records above, which one has the highest DFT total energy?
C5H5NO



Number 3 is which compound?
C5H4AlNO3S